# 1
ORCA calculation (ωB97M-V/def2-TZVPD) on C23H34Br2NO5S3SiTa as an isolated structure.

Computed properties:
total charge	+2
LUMO level	-7.258	eV
HOMO-LUMO gap	6.9	eV
ΔE to the lowest compared entry with this formula, charge and spin	0.0053	eV

CARTESIAN COORDINATES (ANGSTROEM)
Ta 1.07691 1.04209 0.46402
Br 1.84393 5.60236 -1.55979
C 3.11894 4.27750 -1.28271
C 4.47800 4.49046 -1.64233
C 5.42702 3.52418 -1.45634
Br 7.19814 3.86590 -1.95628
C 5.08807 2.25770 -0.88686
C 5.95922 1.17984 -0.65061
C 5.46424 0.01971 -0.10141
C 4.11102 -0.07838 0.21671
N 3.24978 0.91834 0.00994
C 3.74617 2.06881 -0.53630
C 2.79280 3.07325 -0.74125
O 1.55103 2.66629 -0.31742
H 4.75309 5.44248 -2.07420
H 7.00807 1.26924 -0.90132
H 6.10665 -0.82734 0.08831
H 3.71444 -0.98713 0.64975
C -2.05979 1.65649 -2.35909
C -2.03911 1.67391 -0.84285
C -1.74607 3.07514 -0.34953
C -3.28871 1.09382 -0.21873
O -0.87024 0.73136 -0.40258
Si -0.96388 -0.97445 -0.51828
S 1.17307 -1.16508 -0.23085
O -1.33944 -1.34158 -2.01389
C -1.82495 -2.56690 -2.68144
C -3.24828 -2.82443 -2.22242
C -1.76142 -2.25363 -4.16314
C -0.88738 -3.70123 -2.30985
O -1.83424 -1.67897 0.58822
C -1.93497 -2.33892 1.88614
C -3.41769 -2.40857 2.20107
C -1.32550 -3.72083 1.73708
C -1.19121 -1.50435 2.91380
H -2.82338 2.35953 -2.69156
H -2.29605 0.67760 -2.75980
H -1.10141 1.98048 -2.76678
H -2.43911 3.74867 -0.85280
H -0.74310 3.40887 -0.61229
H -1.91477 3.20409 0.71793
H -4.13018 1.74179 -0.46442
H -3.20392 1.04039 0.86700
H -3.51639 0.09889 -0.60567
H -3.88819 -1.97270 -2.45722
H -3.28996 -3.01522 -1.15042
H -3.64798 -3.69631 -2.73983
H -2.39417 -1.40011 -4.40631
H -2.11396 -3.11106 -4.73565
H -0.73915 -2.03260 -4.46811
H -0.90093 -3.88633 -1.23370
H 0.13271 -3.47732 -2.62297
H -1.19883 -4.61979 -2.80632
H -3.94733 -2.97231 1.43386
H -3.84990 -1.40925 2.25985
H -3.57086 -2.90630 3.15802
H -1.86802 -4.30039 0.99071
H -1.37975 -4.25785 2.68380
H -0.27543 -3.65590 1.44495
H -1.59390 -0.49056 2.94094
H -0.11959 -1.47235 2.69415
H -1.31850 -1.94290 3.90351
C 1.57146 1.26987 5.59081
O 0.56531 1.68582 4.60991
C 0.76855 1.50307 3.36201
S 2.15552 0.77316 2.68304
S -0.40187 2.01250 2.24229
H 1.16344 1.58583 6.54297
H 2.50528 1.78257 5.37302
H 1.67671 0.18901 5.53949

***

# 2
ORCA calculation (ωB97M-V/def2-TZVPD) on one molecule with the formula C23H34FN3O3.

Computed properties:
SMILES	COc1ccc(CN2CCC(N3CCC(C(=O)N4CCOCC4)CC3)CC2)c(F)c1
LUMO level	0.794	eV
HOMO-LUMO gap	8.7	eV
ΔE to the lowest compared entry with this formula, charge and spin	0.0000	eV

CARTESIAN COORDINATES (ANGSTROEM)
C -7.64161 2.53687 -1.61123
H -7.95778 3.00584 -0.67414
O -7.44629 1.15120 -1.45438
C -6.50361 0.72564 -0.57486
C -5.70019 1.56060 0.19183
C -4.77209 0.99416 1.04780
C -4.59752 -0.37374 1.19065
C -5.42506 -1.18642 0.41955
C -6.35746 -0.65724 -0.44594
H -6.99341 -1.29579 -1.03760
H -5.33709 -2.25848 0.51144
C -3.51860 -0.94695 2.07926
N -2.25978 -1.21731 1.40380
C -1.62651 -0.03433 0.85464
C -0.18669 -0.35459 0.46192
H 0.28753 0.55006 0.07972
H 0.34594 -0.68778 1.35313
C -0.17852 -1.46800 -0.59533
N 1.10468 -1.88661 -1.12629
C 1.58545 -1.23764 -2.32415
H 2.21285 -1.96589 -2.85628
C 2.41593 0.02406 -2.06960
H 1.81168 0.79295 -1.58869
H 2.77427 0.42776 -3.01824
C 3.60484 -0.31514 -1.16826
C 4.36702 0.95704 -0.82187
O 3.81784 2.04366 -0.81434
N 5.68564 0.84303 -0.51978
C 6.46888 -0.35644 -0.33343
H 5.89895 -1.25147 -0.56886
C 6.95095 -0.42027 1.12422
O 7.68781 0.72583 1.47096
C 6.91505 1.89539 1.30012
H 7.56137 2.73018 1.57359
C 6.43356 2.03042 -0.14565
H 5.77588 2.89276 -0.25680
H 7.29667 2.13049 -0.81301
H 6.04488 1.87055 1.97333
H 7.61899 -1.27079 1.27061
H 6.07930 -0.52168 1.79056
H 7.34528 -0.30612 -0.99221
C 3.07847 -0.95731 0.12149
C 2.18190 -2.16370 -0.20699
H 2.80860 -2.93984 -0.66772
H 1.76847 -2.57436 0.71437
H 2.51417 -0.20696 0.67514
H 3.90494 -1.29340 0.75230
H 4.25004 -1.02051 -1.70114
H 0.73411 -1.00176 -2.96526
C -0.91956 -2.67418 -0.00358
C -2.33135 -2.27020 0.41136
H -2.84223 -3.12847 0.85628
H -2.89821 -1.95667 -0.48456
H -0.38891 -3.04076 0.87507
H -0.96100 -3.47592 -0.74141
H -0.76092 -1.11619 -1.45602
H -1.63320 0.74616 1.61880
H -2.16788 0.34774 -0.03074
H -3.86620 -1.88873 2.51329
H -3.30491 -0.24806 2.89260
F -4.02024 1.84325 1.78776
H -5.76933 2.63520 0.14976
H -6.73660 3.03064 -1.97898
H -8.43378 2.64062 -2.35072

***

# 3
ORCA calculation (ωB97M-V/def2-TZVPD) on a 6-piece molecular cluster, C23H34FN8O overall in a non-equilibrium geometry.

Computed properties:
total charge	+1
LUMO level	-5.190	eV
HOMO-LUMO gap	4.5	eV

CARTESIAN COORDINATES (ANGSTROEM)
N -2.46141 3.00929 4.90765
C -2.05535 1.71897 5.02065
N -1.55468 1.30350 6.13745
N -2.16733 0.75145 3.99761
F -3.54447 0.65384 3.74864
C -1.45662 1.07208 2.74771
C 0.00602 0.70253 2.91765
O 0.21252 -0.67610 2.79322
H -1.69384 3.66659 5.00576
H -2.94255 3.18399 4.03193
H -1.16378 0.37482 6.18535
H -1.52718 1.88091 6.96640
H -1.58097 2.11782 2.46829
H -1.89452 0.43221 1.99148
H 0.39112 1.05762 3.88012
H 0.57224 1.22552 2.15566
H -0.22943 -1.14372 3.50256
N -0.84975 4.00789 -0.25439
C 0.08259 4.06507 -1.25648
C -0.27122 3.15201 -2.21067
C -1.46617 2.52102 -1.77095
C -1.80061 3.06726 -0.56311
H -0.83772 4.57742 0.56931
H 0.91040 4.75043 -1.20678
H 0.26310 2.96121 -3.12549
H -2.02182 1.75420 -2.28218
H -2.63269 2.87025 0.09189
N 4.45200 0.00267 1.71417
C 5.60454 0.73990 1.71599
C 5.46714 1.72674 2.65285
C 4.18306 1.57381 3.24441
C 3.58038 0.50103 2.64280
H 4.27627 -0.77726 1.10929
H 6.41934 0.49903 1.05624
H 6.20607 2.47130 2.89337
H 3.75714 2.18174 4.02545
H 2.61760 0.04451 2.79736
N 3.77737 -3.49118 2.27593
C 2.74670 -4.38850 2.37329
C 3.28928 -5.62109 2.61195
C 4.70156 -5.46151 2.66062
C 4.97193 -4.13745 2.45088
H 3.67137 -2.51232 2.10607
H 1.72343 -4.07382 2.26249
H 2.73795 -6.53734 2.73628
H 5.43335 -6.23228 2.83070
H 5.90487 -3.60223 2.41385
N -3.88554 -0.04253 -3.68791
C -4.07799 -1.39040 -3.85512
C -5.33447 -1.68766 -3.40515
C -5.92443 -0.47537 -2.95248
C -5.00783 0.52171 -3.14075
H -3.05336 0.45873 -3.93028
H -3.31139 -2.01646 -4.27932
H -5.78481 -2.66533 -3.40419
H -6.91161 -0.35127 -2.54119
H -5.05677 1.57772 -2.93794
N -1.00534 -0.82667 -6.11322
C -1.52988 -0.60874 -7.35989
C -0.69384 -1.19341 -8.27002
C 0.37523 -1.78955 -7.54559
C 0.15521 -1.54791 -6.21799
H -1.40809 -0.50795 -5.25557
H -2.44756 -0.06174 -7.48974
H -0.83225 -1.19684 -9.33747
H 1.20840 -2.33464 -7.95486
H 0.71910 -1.82552 -5.34457

***

Q: What is the formula in the second record?
A: C23H34FN3O3

***

Q: Among the records above, which one has the lowest LUMO level?
A: C23H34Br2NO5S3SiTa

***

Q: Look up the LUMO level of the third one.
A: -5.190 eV

***

Q: HOMO-LUMO gap of number 2 (C23H34FN3O3)?
A: 8.7 eV